Version 1
Computed, not measured: one molecule with the formula C7H11NO, with ωB97M-V with the def2-TZVPD basis set.

Geometry as XYZ:
```
20
Properties=species:S:1:pos:R:3
H 1.09 -3.25 0.87
N 0.95 -2.31 1.24
C 0.65 -1.43 0.40
C 0.54 -0.03 0.80
C -0.39 0.86 0.40
C -1.68 0.51 -0.27
C -0.19 2.28 0.65
C 0.98 2.89 0.51
C 0.52 -1.71 -1.10
O -0.71 -2.31 -1.45
H 1.34 0.31 1.43
H -1.72 -0.54 -0.56
H -2.50 0.71 0.42
H -1.83 1.13 -1.15
H -1.07 2.86 0.88
H 1.09 3.95 0.67
H 1.88 2.35 0.23
H 1.35 -2.37 -1.40
H 0.57 -0.79 -1.68
H -0.86 -3.10 -0.90
```

## Properties
SMILES string ... [H]/N=C(/C=C(\C)C=C)CO
HOMO level ... -8.898 eV
E_LUMO ... 0.018 hartree
HOMO-LUMO gap ... 0.3448 Ha

Atomic partial charges in e from the Mulliken method, atoms 1 to 5: number 1, H, carries 0.256; number 2, N, carries -0.697; number 3, C, carries 0.596; number 4, C, carries -0.649; number 5, C, carries 0.979

Version 2
Computed, not measured: one molecule with the formula C7H11NO, with ωB97M-V with the def2-TZVPD basis set.

Geometry as XYZ:
```
20
Properties=species:S:1:pos:R:3
C 0.79 2.05 0.03
C 0.54 0.80 0.44
C -0.71 0.13 0.87
C -1.99 -0.34 0.26
N -2.81 0.41 -0.67
C -0.69 -0.87 -0.28
C 0.63 -1.62 -0.07
C 1.60 -0.38 0.36
O 2.65 -0.02 -0.56
H 0.11 2.85 0.07
H 1.74 2.22 -0.51
H -0.53 -0.44 1.77
H -2.63 -0.90 0.98
H -3.45 0.92 -0.08
H -3.36 -0.29 -1.17
H -0.63 -0.34 -1.24
H 0.64 -2.33 0.79
H 1.04 -2.16 -0.92
H 2.15 -0.61 1.29
H 2.30 -0.31 -1.44
```

## Properties
SMILES string ... C=C1[C@H]2[C@@H](N)[C@@H]2C[C@H]1O
HOMO level ... -8.444 eV
E_LUMO ... 0.033 hartree
HOMO-LUMO gap ... 0.3437 Ha

Atomic partial charges in e from the Mulliken method, atoms 1 to 5: number 1, C, carries -0.920; number 2, C, carries 0.177; number 3, C, carries -0.213; number 4, C, carries -0.038; number 5, N, carries -0.660

Version 3
Computed, not measured: one molecule with the formula C7H11NO, with ωB97M-V with the def2-TZVPD basis set.

Geometry as XYZ:
```
20
Properties=species:S:1:pos:R:3
C 1.43 -0.62 1.37
N 1.07 -0.56 -0.08
C 1.35 0.71 -0.75
C 0.34 1.77 -0.56
C -0.74 1.69 0.19
O -1.14 0.55 0.79
C -1.87 -0.45 0.08
C -1.22 -1.43 -0.50
C 0.33 -1.50 -0.68
H 0.46 -0.63 2.04
H 2.18 0.15 1.57
H 2.01 -1.54 1.65
H 2.29 1.14 -0.21
H 1.48 0.54 -1.87
H 0.51 2.69 -1.03
H -1.62 2.32 0.22
H -3.03 -0.16 0.17
H -1.77 -2.28 -0.80
H 0.66 -1.21 -1.81
H 0.70 -2.48 -0.53
```

## Properties
SMILES string ... CN1C/C=C\O/C=C\C1
HOMO level ... -7.912 eV
E_LUMO ... 0.035 hartree
HOMO-LUMO gap ... 0.3260 Ha

Atomic partial charges in e from the Mulliken method, atoms 1 to 5: number 1, C, carries -0.856; number 2, N, carries 0.078; number 3, C, carries -0.735; number 4, C, carries -0.430; number 5, C, carries -0.200

Last place for stability: version 2

Version 1
Computed, not measured: C7H11NO as an isolated structure, with ωB97M-V with the def2-TZVPD basis set.

Geometry as XYZ:
```
20
Properties=species:S:1:pos:R:3
C -0.93 0.53 -0.79
C -1.60 -0.42 -1.77
C 0.93 -1.52 -0.32
C 0.82 -0.01 -0.17
C -1.16 0.23 1.12
C 1.26 0.42 1.22
C 1.74 1.66 1.48
N 0.41 0.96 -0.99
O -1.64 -0.78 1.57
H -1.58 1.41 -0.69
H -1.36 1.23 1.52
H 1.43 -0.37 1.94
H -2.07 0.19 -2.55
H -2.36 -1.04 -1.31
H -0.90 -1.05 -2.33
H 0.47 -2.05 0.52
H 0.45 -1.89 -1.21
H 1.99 -1.78 -0.28
H 2.43 1.83 2.29
H 1.67 2.45 0.74
```

## Properties
HOMO level ... -7.474 eV
E_LUMO ... -0.018 hartree
HOMO-LUMO gap ... 0.2565 Ha

Atomic partial charges in e from the Mulliken method, atoms 1 to 5: number 1, C, carries -0.015; number 2, C, carries -1.311; number 3, C, carries -1.143; number 4, C, carries 1.144; number 5, C, carries -0.063

Version 2
Computed, not measured: a 2-piece molecular cluster, C7H11NO overall, with ωB97M-V with the def2-TZVPD basis set.

Geometry as XYZ:
```
20
Properties=species:S:1:pos:R:3
C 0.78 1.37 -1.21
C 0.37 0.08 -0.61
N 0.70 -1.18 -0.77
C 1.05 -0.68 0.55
C 2.51 -0.51 0.90
H 0.29 2.19 -0.69
H 1.85 1.54 -1.11
H 0.51 1.38 -2.27
H 0.46 -1.03 1.39
H 2.83 -1.41 1.43
H 2.67 0.34 1.57
H 3.13 -0.40 0.01
C -2.24 -1.31 -0.57
C -2.07 0.02 -0.40
C -1.78 0.63 1.07
O -1.10 1.59 1.25
H -3.04 -1.71 -1.18
H -1.37 -1.93 -0.41
H -2.93 0.59 -0.74
H -2.61 0.42 1.78
```

## Properties
SMILES string ... CC1=N[C@H]1C.C=CC=O
HOMO level (alpha / beta) ... -8.779 / -8.779 eV
E_LUMO (alpha / beta) ... -0.012 / -0.012 hartree
HOMO-LUMO gap (alpha / beta) ... 0.3111 / 0.3111 Ha

Atomic partial charges in e from the Mulliken method, atoms 1 to 5: number 1, C, carries -1.193; number 2, C, carries 0.849; number 3, N, carries -0.840; number 4, C, carries 0.260; number 5, C, carries -1.534

Last place for stability: version 1

Version 1
Computed, not measured: one molecule with the formula C9H10O3, with ωB97M-V with the def2-TZVPD basis set.

Geometry as XYZ:
```
22
Properties=species:S:1:pos:R:3
C 0.75 2.63 -2.51
O 1.27 1.49 -1.73
C 0.37 0.78 -0.95
C -0.96 1.11 -0.76
C -1.78 0.24 0.00
C -1.35 -0.92 0.56
C -2.26 -1.50 1.47
O -3.09 -0.88 2.19
C 0.03 -1.18 0.51
O 0.44 -2.07 1.37
C 1.75 -1.92 1.91
C 0.93 -0.35 -0.21
H -0.04 2.47 -3.15
H 0.55 3.55 -1.87
H 1.63 2.80 -3.05
H -1.40 1.88 -1.29
H -2.87 0.58 0.13
H -1.92 -2.57 1.69
H 1.75 -1.16 2.67
H 2.45 -1.52 1.19
H 1.81 -2.91 2.27
H 1.96 -0.57 -0.44
```

## Properties
SMILES string ... COc1ccc(C=O)c(OC)c1
HOMO level ... -8.645 eV
E_LUMO ... 0.014 hartree
HOMO-LUMO gap ... 0.3320 Ha

Atomic partial charges in e from the Mulliken method, atoms 1 to 5: number 1, C, carries -0.902; number 2, O, carries -0.407; number 3, C, carries 0.641; number 4, C, carries -0.784; number 5, C, carries -0.423

Version 2
Computed, not measured: one molecule with the formula C9H10O3, with ωB97M-V with the def2-TZVPD basis set.

Geometry as XYZ:
```
22
Properties=species:S:1:pos:R:3
C 3.14 1.76 0.16
C 2.19 1.35 1.12
C 2.70 1.45 -1.09
C 1.11 0.99 0.28
C -2.39 1.76 -0.12
C -2.38 0.25 -0.42
C -0.21 0.54 0.59
C -0.95 -0.28 -0.46
C -0.72 -1.74 -0.10
O -3.47 2.30 -0.13
O 1.45 0.95 -1.04
O -1.30 2.30 0.19
H 4.13 1.95 0.46
H 2.20 1.73 2.18
H 3.24 1.69 -2.10
H -2.90 -0.29 0.27
H -2.90 0.09 -1.35
H -0.61 0.37 1.65
H -0.58 0.03 -1.44
H -0.93 -1.62 0.99
H 0.25 -2.11 -0.37
H -1.48 -2.51 -0.46
```

## Properties
HOMO level (alpha / beta) ... -8.747 / -8.747 eV
E_LUMO (alpha / beta) ... -0.043 / -0.043 hartree
HOMO-LUMO gap (alpha / beta) ... 0.2783 / 0.2782 Ha

Atomic partial charges in e from the Mulliken method, atoms 1 to 5: number 1, C, carries -0.372; number 2, C, carries -0.693; number 3, C, carries -0.248; number 4, C, carries 0.238; number 5, C, carries 0.605

Last place for stability: version 2

Version 1
Computed, not measured: a 2-piece molecular cluster, CH2N2S overall, with ωB97M-V with the def2-TZVPD basis set.

Geometry as XYZ:
```
6
Properties=species:S:1:pos:R:3
C 0.38 0.94 -0.57
N 0.91 1.95 -0.75
N -0.35 -0.14 -0.46
S -1.34 -0.81 0.61
H 1.24 -1.51 -0.72
H -0.84 -0.43 1.88
```

## Properties
HOMO level (alpha / beta) ... -10.293 / -9.673 eV
E_LUMO (alpha / beta) ... -0.084 / -0.025 hartree
HOMO-LUMO gap (alpha / beta) ... 0.2944 / 0.3301 Ha

Atomic partial charges in e from the Mulliken method, atoms 1 to 5: number 1, C, carries 0.489; number 2, N, carries -0.361; number 3, N, carries -0.374; number 4, S, carries 0.022; number 5, H, carries 0.051

Version 2
Computed, not measured: a 2-piece molecular cluster, CH2N2S overall, with ωB97M-V with the def2-TZVPD basis set.

Geometry as XYZ:
```
6
Properties=species:S:1:pos:R:3
C -1.71 -0.35 -0.85
N 1.25 -0.09 -0.25
N -2.12 0.00 0.16
S 2.09 0.81 0.62
H -1.43 -0.78 -1.85
H 1.93 0.41 2.17
```

## Properties
HOMO level ... -9.380 eV
E_LUMO ... -0.043 hartree
HOMO-LUMO gap ... 0.3019 Ha

Atomic partial charges in e from the Mulliken method, atoms 1 to 5: number 1, C, carries 0.101; number 2, N, carries -0.231; number 3, N, carries -0.347; number 4, S, carries 0.098; number 5, H, carries 0.249

Last place for stability: version 1